122
Properties=species:S:1:pos:R:3:forces:R:3:mulliken_charge:R:1 method="wB97M-V/def2-TZVPD" de_lowest_ev=2.150 e_tot_ha=-9896.5148 mol_weight_g_mol=1223.82 s2=3.78 total_charge=-2 homo_lumo_gap_ev="3.6334 / 5.8555" spin_multiplicity=4 largest_force_ev_per_a=1.8
As -0.140 0.172 -3.294 0.0 0.7 -1.0 0.4972
Ge -2.289 2.403 -1.626 0.5 -0.1 0.1 0.6292
Ti 0.042 0.563 0.091 0.4 -0.1 1.0 -0.2969
Cl -1.984 1.649 1.389 -0.6 0.1 0.6 -0.5183
Cl -1.427 4.001 -3.012 0.0 0.3 -0.1 -0.4853
Cl -3.671 1.526 -3.300 -0.4 -0.1 -0.2 -0.5381
Si 2.854 1.924 1.388 0.5 0.5 0.4 0.8742
F -2.248 -3.736 -0.845 -0.1 0.2 0.2 -0.1575
F 0.421 -2.524 -4.582 0.2 -0.2 -0.1 -0.4437
F -1.784 -6.687 -4.466 0.0 0.0 0.0 -0.3733
F -2.806 -6.051 -2.016 -0.1 -0.1 0.0 -0.3512
F -0.176 -4.879 -5.738 0.0 0.0 -0.1 -0.3568
O 2.156 -2.266 0.173 -0.1 -0.2 0.0 -0.2122
O -0.790 0.813 -1.861 -0.8 0.4 -0.5 1.6320
O -0.622 -1.839 -2.118 -0.1 -0.7 -0.3 -0.2246
O 0.310 0.443 2.676 0.0 -0.3 0.3 -0.5364
N -0.999 -1.225 0.826 -0.3 -1.0 0.5 1.6047
N -3.436 -3.458 4.829 -0.3 0.0 -0.3 -0.5272
N 2.230 0.642 0.396 0.6 -0.5 -0.3 0.9945
N -2.559 -2.027 2.160 -0.1 -0.4 0.1 0.5936
N -3.982 -3.342 3.588 0.1 -0.3 0.3 0.8350
N -3.706 -4.616 5.302 0.3 0.2 0.4 -0.6467
C -1.345 -2.391 2.711 0.3 -0.1 0.0 -1.4716
C 1.698 -0.332 -3.013 -0.2 -0.4 0.1 -0.6298
C 3.329 7.233 -0.243 0.0 0.0 0.0 -0.7812
C -4.443 -5.308 4.388 -0.3 -0.1 -0.7 -0.0435
C 1.803 2.915 2.656 -0.2 -0.3 -0.2 -1.6555
C 0.293 2.675 -0.081 0.1 1.8 -0.2 0.0978
C -1.515 -5.489 -3.899 0.0 -0.3 -0.1 0.6213
C 3.818 3.341 0.526 -0.1 -0.1 -0.1 -1.3621
C -1.194 7.373 -0.167 0.1 -0.2 0.0 -0.5257
C 2.706 -4.090 -1.340 -0.1 -0.1 -0.2 0.0749
C 0.325 1.729 -4.404 -0.1 -0.1 0.1 -1.3885
C -0.899 -2.973 -2.662 0.1 0.3 0.1 0.4297
C -2.021 -5.168 -2.655 0.1 0.3 0.0 0.0108
C -0.402 -1.906 1.868 -0.3 -0.2 0.1 -1.2816
C 1.660 -5.859 0.514 -0.1 0.0 0.0 -0.6863
C 2.228 6.435 -0.526 0.0 0.0 0.0 0.2735
C 3.329 -1.558 -0.043 0.4 0.1 -0.3 0.4900
C -4.632 -4.491 3.261 0.2 0.0 0.6 1.5430
C -2.296 -1.337 1.021 -0.1 0.0 -0.6 0.2062
C -5.937 -6.156 2.224 0.1 0.6 -0.2 -0.6767
C 0.103 5.289 0.207 0.1 -0.4 0.0 -1.0927
C -1.447 -0.557 -4.544 0.2 0.1 0.2 -1.3590
C -1.147 5.993 0.131 -0.3 0.2 -0.1 0.7918
C 4.532 -2.237 -0.176 -0.1 0.1 0.2 -0.6608
C -3.355 -0.898 0.075 -0.1 0.0 0.1 -1.3122
C 1.324 6.093 0.475 0.0 0.0 0.1 0.1754
C -5.740 -6.990 3.331 0.1 -0.3 0.4 -0.4563
C 0.199 3.910 0.054 0.2 0.2 -0.3 0.1109
C -4.996 -6.591 4.423 -0.1 0.0 -0.1 -0.6480
C 1.552 6.564 1.769 0.1 0.0 0.0 0.1236
C 4.151 1.116 2.553 -0.1 0.1 -0.2 -1.2466
C -5.382 -4.889 2.163 -0.3 -0.4 -0.3 -0.6394
C -1.730 -3.953 -2.063 0.1 -0.2 -0.1 -0.8685
C -3.841 -2.141 2.817 0.3 0.8 -0.2 -1.1149
C 5.713 -1.587 -0.506 0.1 -0.1 0.0 -0.9209
C 5.656 -0.229 -0.756 0.1 0.1 0.0 -1.0202
C -3.574 5.980 0.093 -0.1 0.1 0.0 -0.8196
C -0.705 -4.575 -4.540 0.0 0.2 0.1 0.1186
C 3.280 -0.135 -0.066 -0.2 0.1 0.3 -0.2464
C 2.664 7.340 2.057 0.0 0.0 0.0 -0.7789
C -3.601 7.330 -0.244 0.0 0.0 0.0 -0.4945
C -2.376 5.326 0.297 0.1 -0.1 0.1 -0.1387
C -2.399 8.021 -0.356 -0.1 0.1 0.0 -0.7187
C 2.168 -3.603 -0.150 -0.1 0.0 0.1 0.4055
C -0.422 -3.364 -3.942 0.1 -0.2 0.3 -0.1361
C 1.622 -4.494 0.763 0.0 0.0 0.1 -0.5027
C 3.554 7.686 1.049 0.0 0.0 0.0 -0.3614
C 2.223 -6.347 -0.653 0.0 -0.1 0.0 -0.5972
C 4.477 0.459 -0.538 0.0 -0.2 -0.3 -0.6029
C 2.736 -5.453 -1.582 -0.2 0.1 0.0 -0.8288
H -4.847 -7.240 5.275 0.0 0.0 0.0 0.4150
H -2.404 9.077 -0.603 0.0 0.0 0.0 0.3610
H 2.184 -0.526 -3.968 -0.1 0.0 0.0 0.6154
H 2.239 3.912 2.723 0.1 0.0 0.0 0.4392
H -0.576 0.859 2.673 0.1 0.1 0.0 0.1302
H 3.146 -5.812 -2.518 0.0 0.0 0.0 0.4067
H 0.761 3.046 2.370 0.0 0.0 0.1 0.2533
H -0.561 2.262 -4.739 0.0 -0.1 0.0 0.3552
H 0.856 6.298 2.555 0.0 0.0 0.0 0.4688
H 3.754 0.197 2.993 -0.1 0.0 0.0 0.2474
H 3.499 3.487 -0.509 0.0 0.0 0.0 0.2794
H 0.665 -1.983 1.939 0.0 0.1 0.0 1.1578
H 6.533 0.309 -1.101 0.0 0.0 0.0 0.3870
H 2.158 0.520 -2.513 -0.1 0.0 0.0 0.2741
H -0.931 -0.807 -5.470 0.0 0.0 0.0 0.3947
H -2.371 4.293 0.627 0.1 -0.1 -0.1 0.7691
H -1.287 -2.932 3.637 0.1 0.0 0.0 0.6106
H -4.030 -1.734 -0.135 0.0 0.0 -0.1 0.5719
H 3.662 4.289 1.038 -0.1 0.1 0.1 0.1881
H 5.053 0.843 2.003 0.0 0.0 0.0 0.3000
H 4.017 7.503 -1.035 0.0 0.0 0.0 0.3818
H 1.170 -4.114 1.669 0.1 0.0 0.0 0.3030
H 4.458 1.519 -0.735 0.0 0.0 0.0 0.5715
H -4.622 -2.122 2.059 0.0 0.0 0.1 0.5241
H 0.941 2.414 -3.824 0.0 0.0 0.0 0.2545
H 1.238 -6.537 1.245 0.0 0.0 0.0 0.4139
H 6.636 -2.149 -0.584 0.0 0.0 -0.1 0.3550
H -3.930 -0.060 0.469 0.0 0.0 0.0 0.4961
H -6.187 -7.976 3.331 0.0 0.0 0.0 0.3471
H 1.738 -1.205 -2.380 0.1 -0.2 0.1 -0.5216
H -2.149 0.256 -4.700 0.1 0.0 0.0 0.5108
H 0.899 1.068 3.105 -0.1 0.1 -0.1 0.1897
H 2.059 6.082 -1.535 0.0 -0.1 0.0 0.4660
H -4.501 5.429 0.200 0.0 0.0 0.0 0.3812
H 3.134 -3.418 -2.070 -0.1 0.1 0.0 0.6169
H -4.545 7.837 -0.402 0.0 0.0 0.0 0.3539
H 4.417 8.301 1.275 0.0 0.0 0.0 0.3408
H 0.896 1.377 -5.269 0.0 -0.1 0.0 0.4508
H 4.895 3.154 0.530 0.0 -0.1 0.0 0.4216
H 2.258 -7.413 -0.843 0.0 0.0 0.0 0.3763
H 2.838 7.676 3.073 0.0 0.0 0.0 0.3503
H -1.966 -1.416 -4.135 0.0 0.1 -0.1 0.2600
H -5.524 -4.257 1.297 0.0 0.0 0.0 0.3428
H 1.856 2.491 3.666 0.1 0.0 0.0 0.6211
H 4.542 -3.306 -0.019 0.1 0.0 0.0 0.5311
H 4.444 1.784 3.367 0.0 0.1 0.0 0.3750
H -3.971 -1.283 3.483 -0.1 -0.1 0.0 0.0822
H -6.535 -6.506 1.393 0.0 0.0 0.0 0.3749
H -0.266 7.918 -0.286 0.0 0.0 0.0 0.3992
H -2.880 -0.599 -0.858 0.0 0.0 0.0 -0.5919